Entry from the Open Molecules 2025 dataset: 2 unconnected molecules or ions with the total composition C2HBrF3NO in a non-equilibrium geometry (ωB97M-V/def2-TZVPD).

Output
* HOMO-LUMO gap: 0.4094 Eh
* SMILES: [O-][N+]#CC(F)(F)F.Br
* LUMO energy: 0.0 eV
* ΔE to the lowest compared entry with this formula, charge and spin: 61.4 kcal per mole
* energy: -83819.5119 eV

```
9
Properties=species:S:1:pos:R:3:mulliken_charge:R:1
C -1.202 2.726 -1.764 -0.2527
C -2.277 2.446 -0.790 0.8535
N -0.150 2.596 -2.240 0.6441
O 0.770 2.622 -2.972 -0.5936
F -3.391 3.202 -1.089 -0.2294
F -2.740 1.173 -0.888 -0.2091
F -1.982 2.697 0.533 -0.2106
Br 1.323 -1.000 -0.455 -0.2096
H 1.006 -0.939 -1.924 0.2074
```

---

Entry from the Open Molecules 2025 dataset: 2 unconnected molecules or ions with the total composition C3HClFO2 in a non-equilibrium geometry (ωB97M-V/def2-TZVPD).

Output
* HOMO-LUMO gap: 0.2617 Eh
* net charge: -1
* LUMO energy: 3.7 eV
* ΔE to the lowest compared entry with this formula, charge and spin: 39.5 kcal per mole
* energy: -22461.6334 eV

```
8
Properties=species:S:1:pos:R:3:mulliken_charge:R:1
C -1.276 1.158 -0.081 -0.2213
C -0.523 0.085 0.180 -0.4283
C 2.102 -1.007 0.110 0.6920
O 1.700 -1.921 -0.466 -0.3688
O 2.591 -0.157 0.680 -0.3290
F -2.656 1.432 -0.287 -0.2912
Cl -1.335 -1.601 -0.058 -0.3492
H -0.603 2.010 -0.077 0.2958
```

---

Entry from the Open Molecules 2025 dataset: a molecular structure, C33H33AlN5O2S3Te in a non-equilibrium geometry (ωB97M-V/def2-TZVPD).

Output
* HOMO-LUMO gap (alpha / beta): 0.1508 / 0.1398 Eh
* multiplicity: 2
* expectation value of S²: 0.774
* net charge: -2
* LUMO energy (alpha / beta): 3.6 / 3.4 eV
* ΔE to the lowest compared entry with this formula, charge and spin: 4.4 kcal per mole
* energy: -92699.5094 eV

```
78
Properties=species:S:1:pos:R:3:mulliken_charge:R:1
Al -1.219 1.940 2.009 -0.7907
S -1.306 1.686 4.454 -0.4193
C 0.342 1.793 4.855 0.5523
C 0.734 1.643 6.219 -0.8399
C 2.021 1.879 6.619 -0.5072
C 3.044 2.033 5.666 -0.5131
C 2.722 2.118 4.328 -0.7576
C 1.396 1.990 3.883 0.5685
S 1.179 2.160 2.175 -0.3830
H 0.022 1.345 6.951 0.3988
H 2.269 1.860 7.696 0.2637
H 4.073 2.137 6.015 0.2922
H 3.538 2.188 3.594 0.2690
O -1.436 2.410 0.292 -0.1885
N -2.642 2.217 -0.285 0.3739
C -2.665 2.562 -1.602 -0.3618
C -3.796 2.471 -2.334 -0.7415
C -4.948 2.051 -1.683 -0.1898
C -4.933 1.774 -0.338 -0.7915
C -3.769 1.949 0.436 0.7705
S -3.671 1.854 2.127 -0.4582
H -1.722 2.954 -1.993 0.4604
H -3.750 2.584 -3.427 0.3679
H -5.877 1.835 -2.199 0.3307
H -5.836 1.356 0.137 0.3556
N -1.381 3.881 2.413 0.3419
C -1.332 5.064 2.398 0.8231
N -1.370 6.341 2.443 -0.8335
C -0.294 7.039 2.535 0.4698
N 0.586 7.841 2.639 -0.6874
C -2.755 -1.979 1.521 -1.0603
C -2.095 -0.829 2.303 0.6672
O -2.279 -0.668 3.520 -0.5794
N -1.268 -0.005 1.566 0.1462
Te 0.273 -0.950 0.359 0.3609
C 1.766 -2.658 -0.239 -0.6235
C 2.953 -2.484 -0.938 1.1570
C 3.545 -1.119 -1.063 -1.4752
C 3.525 -3.563 -1.599 -0.8407
C 3.037 -4.872 -1.433 0.7719
C 3.704 -6.120 -1.983 -1.4114
C 1.962 -5.049 -0.579 -1.0670
C 1.300 -3.945 -0.004 1.4068
C 0.113 -4.177 0.900 -1.3333
C -0.012 -0.080 -1.700 -0.0404
C 0.693 1.063 -2.141 1.4613
C 1.756 1.701 -1.335 -2.0402
C 0.503 1.528 -3.419 -1.0134
C -0.301 0.801 -4.336 1.0851
C -0.368 1.248 -5.764 -1.5966
C -0.975 -0.301 -3.865 -0.9220
C -0.945 -0.712 -2.535 1.1764
C -1.746 -1.924 -2.141 -1.2053
H -3.804 -1.997 1.835 0.4307
H -2.322 -2.916 1.868 0.2478
H -2.673 -1.878 0.437 -0.1211
H 3.305 -0.485 -0.205 0.2802
H 3.124 -0.636 -1.967 0.1216
H 4.637 -1.219 -1.141 0.5250
H 4.367 -3.337 -2.278 0.2814
H 4.685 -5.873 -2.423 0.3337
H 3.050 -6.499 -2.766 0.2937
H 3.871 -6.910 -1.210 0.3199
H 1.613 -6.036 -0.277 0.2865
H 0.047 -5.267 1.106 0.3497
H -0.795 -3.873 0.381 0.2255
H 0.126 -3.596 1.823 0.2668
H 1.995 1.179 -0.410 -0.1342
H 1.450 2.706 -1.079 0.5460
H 2.673 1.805 -1.902 0.4554
H 1.072 2.434 -3.683 0.2521
H 0.053 2.246 -5.884 0.3796
H -1.415 1.223 -6.127 0.3321
H 0.180 0.530 -6.430 0.2892
H -1.703 -0.762 -4.543 0.2270
H -2.245 -2.295 -3.059 0.4506
H -2.557 -1.695 -1.468 0.0750
H -1.098 -2.711 -1.718 0.0863
```

---

Entry from the Open Molecules 2025 dataset: a molecular structure, C22H39BGeN7O3V in a non-equilibrium geometry (ωB97M-V/def2-TZVPD).

Output
* HOMO-LUMO gap (alpha / beta): 0.3069 / 0.3013 Eh
* multiplicity: 3
* expectation value of S²: 2.020
* LUMO energy (alpha / beta): -0.4 / -0.6 eV
* ΔE to the lowest compared entry with this formula, charge and spin: 19.2 kcal per mole
* energy: -122900.2465 eV

```
74
Properties=species:S:1:pos:R:3:mulliken_charge:R:1
V 0.068 0.181 0.597 0.3155
C -1.960 0.222 4.558 -1.6911
C -0.496 0.156 4.129 2.2745
C 0.434 0.348 5.327 -1.7126
C -0.180 -1.146 3.451 -0.2250
C -0.134 -2.424 4.017 -1.1235
C 0.194 -3.266 2.974 -0.5060
N 0.326 -2.538 1.865 0.1128
N 0.091 -1.231 2.143 0.7595
B 0.519 -2.957 0.390 -0.4299
N -0.779 -2.636 -0.386 0.0154
C -1.641 -3.452 -0.998 -0.5025
C -2.539 -2.685 -1.709 -1.1117
C -2.147 -1.361 -1.472 -0.0823
N -1.075 -1.338 -0.676 0.5152
C -2.749 -0.100 -2.032 1.6116
C -3.226 -0.309 -3.467 -1.7971
C -3.907 0.400 -1.165 -1.4614
N 1.677 -2.148 -0.273 -0.0584
C 2.695 -2.692 -0.945 -0.3010
C 3.296 -1.720 -1.706 -1.4315
C 2.566 -0.554 -1.455 -0.0497
N 1.583 -0.810 -0.584 0.4722
C 2.887 0.769 -2.098 0.7918
C 4.068 1.453 -1.404 -1.2902
C 1.719 1.729 -2.235 -1.3379
H -2.171 1.188 5.020 0.4343
H -2.193 -0.560 5.287 0.3737
H -2.627 0.099 3.704 0.3241
H -0.325 0.967 3.420 -0.7330
H 0.278 -0.441 6.067 0.3773
H 0.238 1.306 5.811 0.4294
H 1.486 0.323 5.034 0.3290
H -0.304 -2.692 5.046 0.5311
H 0.344 -4.334 2.940 0.4851
H 0.778 -4.135 0.329 -0.1467
H -1.546 -4.522 -0.895 0.4917
H -3.353 -3.032 -2.323 0.4493
H -1.959 0.651 -2.040 -0.2989
H -4.066 -1.008 -3.504 0.3314
H -2.436 -0.704 -4.110 0.3941
H -3.568 0.639 -3.886 0.4501
H -4.694 -0.358 -1.116 0.3720
H -4.343 1.305 -1.594 0.3857
H -3.594 0.618 -0.147 0.2786
H 2.901 -3.745 -0.839 0.4923
H 4.143 -1.820 -2.365 0.5276
H 3.214 0.486 -3.103 0.4953
H 3.807 1.737 -0.382 -0.0311
H 4.348 2.363 -1.939 0.4394
H 4.943 0.803 -1.357 0.4233
H 1.431 2.141 -1.269 -0.0939
H 0.845 1.253 -2.684 0.2258
H 2.009 2.570 -2.869 0.5157
C 1.806 4.273 0.414 -1.1463
Ge 2.090 3.031 1.877 0.8644
C 4.007 3.099 2.230 -1.5112
C 1.292 3.700 3.508 -1.2900
C 1.673 1.144 1.557 -0.5025
H 1.918 5.284 0.815 0.5011
H 0.823 4.189 -0.047 0.2710
H 2.575 4.123 -0.347 0.3060
H 4.261 4.020 2.762 0.4512
H 4.588 3.078 1.304 0.4215
H 4.309 2.248 2.846 0.3903
H 1.737 4.673 3.728 0.4623
H 1.533 3.021 4.328 0.2805
H 0.208 3.816 3.455 0.3490
H 1.746 0.727 2.568 0.3090
H 2.579 0.813 1.043 0.5069
O -1.113 2.914 1.405 -0.5905
N -1.119 1.947 0.733 1.2122
O -0.608 1.860 -0.456 -0.6467
O -1.663 0.781 1.163 -0.6477
```